Run one
{"formula": "C14H19NO4", "method": "ωB97M-V with the def2-TZVPD basis set", "total_charge": 0, "molar_mass_g_mol": 265.31, "homo_energy_ev": -7.001, "species": ["C", "O", "C", "C", "C", "C", "C", "O", "C", "C", "C", "H", "H", "H", "H", "H", "H", "H", "H", "H", "H", "H", "O", "C", "C", "C", "C", "C", "N", "O", "H", "H", "H", "H", "H", "H", "H", "H"], "coordinates": [[5.35541, -0.71182, -2.08892], [4.67089, 0.55811, -2.07312], [3.31367, 0.60338, -2.02446], [2.72870, 1.88922, -1.88385], [1.37561, 2.01327, -1.69325], [0.54347, 0.87442, -1.64295], [-0.87374, 1.06394, -1.42597], [-1.67471, 0.03025, -1.62783], [-3.09403, 0.31524, -1.58306], [1.10364, -0.39273, -1.89420], [2.47143, -0.53632, -2.07083], [6.40895, -0.43263, -2.10980], [5.13891, -1.29502, -1.18349], [5.10260, -1.28904, -2.98796], [3.38752, 2.75409, -1.89658], [0.90635, 2.98570, -1.57366], [-1.28201, 2.06988, -1.52170], [-3.60768, -0.64206, -1.47840], [-3.30085, 0.95899, -0.71885], [-3.40093, 0.81301, -2.51019], [0.44447, -1.25571, -1.95932], [2.89809, -1.52940, -2.22469], [-1.09577, 1.44952, 0.51371], [-0.70115, 1.21858, 1.70421], [-0.90113, -0.23943, 2.23385], [-1.48687, -0.39864, 3.67216], [-2.73415, -1.29403, 3.53185], [-2.84407, -1.64337, 2.03021], [-1.78648, -0.92592, 1.41234], [-0.22553, 1.97917, 2.55194], [0.11944, -0.67030, 2.22785], [-0.73004, -0.89648, 4.28687], [-1.74252, 0.56453, 4.12564], [-2.62937, -2.20995, 4.12127], [-3.63109, -0.76004, 3.86029], [-2.74239, -2.72744, 1.86661], [-3.82139, -1.34004, 1.62020], [-1.66324, -0.95095, 0.41409]]}

---

Run two
{"formula": "C14H19NO4", "method": "ωB97M-V with the def2-TZVPD basis set", "total_charge": 0, "smiles": "Cc1oc2c(c1C(=O)NCCCC(=O)O)CCCC2", "molar_mass_g_mol": 265.31, "homo_energy_ev": -8.581, "species": ["C", "C", "C", "C", "C", "O", "C", "C", "C", "H", "H", "C", "H", "H", "H", "H", "H", "H", "C", "O", "N", "H", "C", "H", "C", "H", "H", "C", "C", "O", "O", "H", "H", "H", "H", "H", "H", "H"], "coordinates": [[-0.53124, -2.98251, -0.50294], [-1.16789, -1.65499, -0.27473], [-0.67317, -0.42695, 0.10703], [-1.78806, 0.47176, 0.06881], [-2.85864, -0.27636, -0.30845], [-2.48853, -1.56081, -0.52842], [-4.25375, 0.20550, -0.48360], [-4.36946, 1.57217, 0.20010], [-3.19197, 2.47374, -0.17635], [-3.35955, 3.48009, 0.20957], [-3.12554, 2.53675, -1.26419], [-1.87603, 1.92456, 0.37980], [-1.02012, 2.44971, -0.04533], [-1.83761, 2.06562, 1.46438], [-5.30932, 2.04479, -0.08843], [-4.37973, 1.43361, 1.28301], [-4.96157, -0.50826, -0.05658], [-4.48241, 0.29725, -1.55030], [0.70205, -0.03178, 0.43318], [1.11397, 1.10844, 0.24150], [1.47508, -1.00260, 0.96395], [1.08114, -1.92063, 1.07798], [2.85923, -0.82002, 1.34992], [3.00178, 0.22744, 1.62435], [3.83182, -1.21692, 0.23353], [4.84509, -1.22793, 0.63838], [3.59143, -2.22903, -0.10244], [3.79114, -0.26139, -0.96585], [4.42783, 1.07496, -0.58826], [5.60610, 1.27285, -0.72220], [3.62306, 1.99162, -0.07374], [2.67460, 1.70489, 0.01088], [4.38194, -0.68749, -1.77751], [2.76607, -0.11813, -1.31000], [3.04740, -1.43541, 2.23333], [0.45652, -2.86907, -0.94489], [-0.44391, -3.54885, 0.42633], [-1.15778, -3.55665, -1.18182]]}

---

Stability ranking, top and bottom: run two is the most stable and run one is the least stable.

---

Run one
{"formula": "C3H28NO10", "method": "ωB97M-V with the def2-TZVPD basis set", "total_charge": 1, "molar_mass_g_mol": 238.25, "homo_energy_ev": -13.354, "species": ["C", "C", "C", "O", "N", "H", "H", "H", "H", "H", "H", "H", "H", "H", "H", "H", "H", "O", "H", "H", "O", "H", "H", "O", "H", "H", "O", "H", "H", "O", "H", "H", "O", "H", "H", "O", "H", "H", "O", "H", "H", "O"], "coordinates": [[-1.49066, -0.29864, -2.71908], [-1.58335, -1.47558, -1.71508], [-2.35598, -1.25432, -0.44282], [-1.67648, -1.97992, 0.58946], [-0.27992, 0.61760, -2.46986], [-2.50594, 0.22291, -2.55355], [-1.55853, -0.65062, -3.78858], [-1.97387, -2.37003, -2.29529], [-0.51981, -1.80055, -1.56171], [-2.54295, -0.26521, -0.07654], [-3.43747, -1.78846, -0.62021], [-0.81350, -2.12698, 0.52700], [-0.52384, 1.42087, -1.84256], [-0.03471, 0.97308, -3.29873], [0.43920, 0.05649, -1.88792], [-0.13410, -2.07822, 3.67297], [1.12161, -1.69742, 3.91456], [0.51636, -1.47735, 3.22363], [3.10528, 1.41660, 2.03839], [2.04262, 1.62915, 1.07557], [2.65843, 0.85199, 1.22943], [3.01947, -1.02397, -2.26828], [2.32803, -0.40818, -0.91226], [2.47548, -1.13031, -1.57944], [1.87841, -3.15871, 0.01527], [0.54728, -2.46367, -0.60589], [0.97443, -2.92977, 0.08759], [0.42512, 1.38733, 2.61224], [0.13112, 1.03845, 4.01611], [0.91352, 1.37058, 3.40785], [-1.27973, -0.28892, 3.17610], [-0.91315, -0.78003, 1.74469], [-1.13478, -0.00767, 2.20896], [0.75385, -0.64303, 0.64830], [1.16993, 0.80908, 0.23664], [0.61226, 0.02305, -0.13725], [0.21688, 2.91809, -0.99571], [0.92504, 3.38899, -2.01186], [0.14433, 2.83734, -2.01019], [-0.74700, 4.26389, -0.15156], [-0.69854, 3.23706, 1.05003], [-0.19436, 3.63500, 0.46958]]}

---

Run two
{"formula": "C3H28NO10", "method": "ωB97M-V with the def2-TZVPD basis set", "total_charge": 1, "molar_mass_g_mol": 238.25, "homo_energy_ev": -11.939, "species": ["C", "C", "C", "N", "H", "H", "H", "H", "H", "H", "H", "H", "H", "H", "O", "H", "H", "O", "H", "H", "O", "H", "H", "O", "H", "H", "O", "H", "H", "O", "H", "H", "O", "H", "H", "O", "H", "H", "O", "H", "H", "O"], "coordinates": [[-0.28542, 0.60466, 3.54501], [0.59248, 0.72528, 2.35825], [0.11973, 1.07721, 1.17436], [1.98903, 0.49532, 2.56894], [-1.35329, 0.84788, 3.45681], [-0.23582, -0.42875, 3.91808], [-0.12437, 1.30904, 4.37837], [0.75580, 0.88036, 0.31873], [-0.72828, 1.49834, 0.67325], [2.39483, 0.30488, 3.45929], [2.59347, 1.24639, 2.15521], [-0.98980, -2.87437, -1.18575], [-2.60251, -2.68622, -1.36642], [-0.90789, -0.02034, -1.75849], [-1.73418, -3.00151, -1.84676], [3.59519, -2.26506, -0.11628], [2.56701, -1.33744, 0.39750], [2.93630, -1.59875, -0.46266], [-3.34370, -0.89564, 0.61103], [-2.03529, -1.63124, 0.40893], [-2.92023, -1.51663, 0.01575], [1.27024, -2.32819, -0.09238], [0.07452, -2.81553, 0.68771], [0.32019, -2.46966, -0.16095], [1.51606, 4.02504, -0.52229], [0.91364, 2.84787, 0.34156], [1.56925, 3.08488, -0.37996], [-0.20246, 1.57893, -3.71772], [0.62569, 0.29688, -3.90815], [-0.20788, 0.73733, -4.31864], [-1.51318, -1.41136, -2.33983], [-0.84835, 0.10768, -3.66602], [-1.39251, -0.41358, -2.51549], [-2.16790, -4.08187, 1.59721], [-1.36735, -4.40051, 0.33992], [-1.28088, -4.23953, 1.27056], [2.17927, 2.30070, -3.23410], [1.35245, 2.76951, -2.04821], [1.26117, 2.34606, -2.93505], [-0.36008, 4.31777, 1.26157], [-1.27787, 3.19382, 1.08506], [-0.74708, 3.82035, 0.55204]]}

---

Stability ranking, top and bottom: run two is the most stable and run one is the least stable.